57
Properties=species:S:1:pos:R:3:forces:R:3 method="wB97M-V/def2-TZVPD" orbital_gap_ha="0.2353 / 0.2148" mol_weight_g_mol=635.30 total_charge=+2 homo_energy_ev="-14.39 / -14.07" lumo_energy_ev="-7.982 / -8.225" multiplicity=3
C -2.12704 2.72437 -2.86335 0.1 -1.3 0.5
C -1.84986 1.49104 -2.26891 -0.4 0.8 0.0
C -0.48090 1.11213 -2.16236 0.4 -1.1 0.8
C 0.57865 2.08361 -2.25352 -0.7 0.5 0.2
C 0.18034 3.41441 -2.60616 0.0 0.2 0.1
C -1.11313 3.67698 -3.01113 0.8 0.4 -0.6
C 1.87559 1.70076 -1.86116 -0.1 -0.2 0.4
C 2.22623 0.33213 -1.84137 0.1 -0.6 0.7
C 1.16016 -0.62303 -1.73410 -1.2 0.1 -0.9
C 1.42354 -2.03422 -1.63254 0.7 0.0 0.4
C 2.72110 -2.45667 -1.92424 -0.9 0.2 0.2
C 3.78638 -1.53601 -1.97728 0.1 0.4 -0.5
C 3.55777 -0.18713 -1.80634 0.4 0.2 0.1
H -3.13713 2.93472 -3.21377 0.1 0.1 0.4
H 0.90956 4.22142 -2.55994 0.0 -0.2 -0.3
H -1.36816 4.62410 -3.49440 0.2 -0.2 0.5
H 2.56139 2.43557 -1.41412 0.0 -0.1 -1.0
H 2.91217 -3.51615 -2.11528 0.0 0.3 0.4
H 4.78452 -1.92116 -2.21554 -0.3 0.3 0.4
H 4.40449 0.49258 -1.67302 -0.3 -0.1 -0.4
N -0.19354 -0.20172 -1.78015 1.2 0.1 -0.1
W -0.30832 -0.13071 0.31119 1.5 2.0 -0.8
C -2.93346 0.65494 -1.62297 -0.1 -0.9 -0.6
H -3.00581 -0.33965 -2.10594 0.1 0.3 0.3
H -3.94152 1.09880 -1.72011 0.6 0.0 0.1
C 0.36262 -2.97057 -1.10090 -0.1 -0.2 -0.4
H -0.50231 -2.99267 -1.76532 -0.2 0.1 0.1
H 0.71496 -4.01196 -1.01307 0.1 0.4 -0.1
P -2.55150 0.39374 0.19522 -3.0 1.3 -0.8
P -0.18410 -2.43262 0.59735 0.5 -1.5 0.1
C 1.14471 -2.95330 1.67578 0.1 -0.6 0.2
H 1.04888 -2.45052 2.62952 0.0 -0.1 0.2
H 1.15649 -4.03764 1.81142 -0.1 0.0 0.0
H 2.09815 -2.65939 1.25466 0.2 0.2 -0.2
C -1.63333 -3.43361 0.93875 -0.6 -0.4 0.2
H -1.36872 -4.48628 1.11447 0.1 0.3 -0.1
H -2.14325 -3.06327 1.82745 0.1 0.0 0.1
H -2.35131 -3.41377 0.11412 0.2 0.1 0.0
C -2.90864 2.03931 0.90769 0.3 -0.3 -0.1
H -3.97055 2.28291 0.89243 0.0 -0.2 0.0
H -2.52368 2.06048 1.91907 -0.1 0.1 0.3
H -2.39037 2.79270 0.33361 0.3 0.3 -0.2
C -3.90813 -0.63355 0.81015 -0.1 -0.5 0.2
H -3.78548 -0.79625 1.88086 0.0 0.2 0.1
H -4.89766 -0.18601 0.63153 0.5 0.1 0.0
H -3.90301 -1.62023 0.35440 0.0 0.0 -0.2
C 0.08716 0.37002 2.54343 -1.1 -2.7 3.5
O -0.72120 0.65100 3.41557 2.5 -0.5 -2.2
H 0.01994 1.00951 1.55534 0.4 1.5 -0.6
C 2.37497 2.01369 4.07039 0.1 -0.2 0.1
S 2.82590 0.70409 2.94935 1.1 0.2 0.8
O 3.89406 -0.07142 3.54185 -1.7 0.6 -1.0
O 1.47431 -0.23760 2.94117 -0.9 1.7 -0.6
O 3.00413 1.29144 1.63114 -0.7 -0.7 0.5
H 3.25069 2.66821 4.15574 -0.3 -0.1 -0.2
H 2.16656 1.59088 5.05493 0.0 -0.1 -0.2
H 1.49671 2.53156 3.67842 0.2 0.1 0.1

***

93
Properties=species:S:1:pos:R:3:forces:R:3 method="wB97M-V/def2-TZVPD" orbital_gap_ha=0.0299 mol_weight_g_mol=1556.94 total_charge=+1 homo_energy_ev=-8.28 lumo_energy_ev=-7.463 relative_energy_kcal_mol=170.8
N -0.59705 4.77137 4.15450 -0.9 1.0 -2.1
P 0.02328 4.54548 2.49330 2.5 0.1 0.4
O 0.55185 6.14714 2.01795 -0.5 -1.5 0.8
C -1.32950 3.92990 1.31192 -4.4 1.3 -1.3
C -2.70356 4.37600 1.32295 2.9 -1.3 -1.2
P -3.35494 5.67745 2.52739 -4.1 -1.7 2.6
O -4.22386 5.03659 3.65977 2.9 1.3 -2.7
C -3.73586 3.73885 0.23200 -2.4 -0.8 0.0
O -4.90845 3.36638 0.50494 4.9 1.7 -1.1
C -3.09690 3.57105 -1.25910 3.6 -0.9 1.9
C -1.71740 3.12525 -1.26806 -3.5 1.2 -0.4
C -1.00278 2.98448 -2.69851 -0.3 0.2 1.0
C 0.26907 3.97655 -2.73093 0.3 -0.4 -0.9
C -0.06215 5.50725 -3.16863 -0.7 -0.5 3.3
Br -1.16710 6.53422 -1.86603 0.8 -0.7 -0.5
C -0.98372 2.84346 0.15652 1.0 -1.4 0.6
O -0.23476 1.83823 0.36997 -2.8 4.1 -1.4
H -0.73047 5.80073 4.29136 0.1 -1.1 0.1
H -1.51897 4.31512 4.26930 0.5 0.3 0.2
H 1.51586 6.12217 2.26458 -1.3 0.0 -0.4
H -2.35900 6.57585 3.03234 0.0 -0.6 -0.9
H -4.27935 6.50163 1.76231 1.2 -0.5 -0.1
H -3.67436 3.81883 -2.21767 0.8 -0.5 1.8
H -1.76851 3.28856 -3.51898 1.2 -0.5 1.5
H -0.74061 1.87543 -2.88676 -0.1 1.8 0.3
H 0.83768 3.95865 -1.72745 -0.9 0.2 -1.6
H 1.01162 3.54972 -3.54342 -1.2 0.8 1.5
H -0.63193 5.52904 -4.19881 -2.0 0.3 8.9
H 0.97841 6.06541 -3.22891 -2.3 -0.8 0.1
O -1.95250 8.56038 -4.76894 0.0 0.2 0.7
V -2.64921 9.81160 -3.76392 -0.9 1.6 1.0
O -3.34254 11.05310 -2.76067 1.4 -2.6 -1.9
C -5.44152 -2.55883 -2.01369 -0.6 -0.5 0.3
O -4.41171 -1.57213 -2.03996 0.6 0.4 -3.7
P -2.95486 -2.07548 -2.79337 3.0 -0.3 8.1
O -2.65018 -3.04748 -1.65078 -0.4 -0.3 -1.4
O -2.27276 -0.61224 -2.48536 -0.7 0.1 -1.4
C -2.11980 -0.18595 -1.12819 -3.0 1.7 0.3
O -1.54376 -2.53950 -3.65764 -2.2 1.3 -2.0
C -1.33898 -3.93155 -3.84766 -0.1 -0.3 -0.4
H -6.40477 -2.05463 -1.91858 0.2 0.1 -0.1
H -5.43923 -3.14271 -2.93376 -0.2 0.0 0.3
H -5.30082 -3.21696 -1.15453 0.1 0.0 -0.1
H -2.07419 -1.01571 -0.41727 -0.7 0.0 0.0
H -2.95935 0.46199 -0.86567 -0.1 -0.2 0.2
H -1.20612 0.39555 -1.03954 -0.9 0.8 -0.1
H -2.28539 -4.44244 -4.03254 0.3 -0.2 0.1
H -0.84717 -4.35816 -2.97156 -0.3 0.0 0.2
H -0.68835 -4.06916 -4.71506 -0.2 0.2 -0.1
Br -0.18720 -1.32080 -1.39844 5.6 -2.3 0.0
C 1.69377 -1.67494 -1.79220 -1.3 0.7 -0.3
C 2.57946 -1.32192 -0.61124 0.2 1.7 0.2
Br 2.83351 0.59733 -0.47520 -0.1 -0.7 0.0
H 1.94003 -1.12121 -2.69961 0.2 -0.2 0.1
H 1.73905 -2.74774 -2.00462 -2.2 1.4 -2.0
H 3.58724 -1.73276 -0.74506 0.8 1.5 0.3
H 2.17755 -1.66189 0.34965 -0.2 0.0 0.2
O -6.88418 -3.92557 -4.25908 -0.2 0.3 -0.2
H -7.70039 -3.75745 -3.76945 0.1 -0.2 -0.1
H -6.85365 -3.21509 -4.91301 -0.1 -0.2 0.0
O 5.34725 -2.83132 -1.99451 -1.8 0.1 0.6
C 6.03887 -3.25937 -1.08136 1.7 0.2 1.0
O 6.43435 -2.52350 -0.01989 -1.3 -0.3 -1.9
C 7.31920 -3.30252 0.80122 0.9 -0.3 1.1
C 7.00649 -4.73832 0.46466 0.0 -0.5 0.3
C 6.60653 -4.65083 -0.99231 -0.1 -0.1 0.3
H 8.34982 -3.03195 0.55625 -0.2 0.1 -0.1
H 7.13667 -3.08013 1.85398 -0.1 0.3 -0.2
H 7.84080 -5.41582 0.65132 -0.1 0.1 0.0
H 6.15334 -5.08239 1.05978 0.2 0.0 0.1
H 7.47037 -4.72662 -1.65784 -0.2 0.0 -0.2
H 5.85489 -5.40020 -1.24836 0.2 0.0 -0.4
C 0.63424 0.86329 4.94696 0.3 -0.1 0.4
Br 2.44575 0.37147 5.42951 -0.4 0.0 -0.2
Br 0.55682 1.56476 3.13926 0.0 -0.7 0.5
Br -0.60907 -0.60447 5.20733 0.2 0.3 -0.1
H 0.32578 1.66512 5.61809 0.0 -0.2 -0.2
O -8.03655 -6.91421 -3.25926 0.5 0.3 0.0
S -6.74614 -7.35645 -2.71120 -0.1 0.1 0.0
O -6.36059 -6.47536 -1.59897 -0.5 -0.3 -0.1
O -5.71692 -7.29849 -3.75964 -0.5 -0.3 0.0
O -6.87240 -8.73927 -2.22905 0.5 0.4 0.0
Ca 2.96635 -3.50135 -1.11984 3.3 -4.1 1.3
N 5.27415 -1.33909 8.17421 0.2 -0.1 -1.0
S 5.08255 -2.67608 8.98584 -0.8 -3.0 3.4
O 6.24311 -3.52465 9.14414 -0.7 1.0 -0.9
O 3.80856 -3.35047 8.86751 0.9 0.9 -0.8
F 4.95819 -2.06756 10.45873 0.1 0.7 -0.7
S 5.50053 -1.61365 6.64545 0.7 0.5 -2.4
O 5.99759 -0.46202 5.91655 -0.8 -0.4 1.2
O 4.50232 -2.38599 5.93490 0.3 0.4 0.8
F 6.77268 -2.57325 6.61088 -0.1 -0.1 0.1
Cs 0.30597 5.51232 -5.57526 4.3 0.4 -10.9